Arrangement i

Below is a cluster of 2 separate species, C2H5N2O in total, with properties calculated with the ωB97M-V functional and the def2-TZVPD basis.

Geometry as XYZ:
```
10
C2H5N2O the ωB97M-V functional and the def2-TZVPD basis
C 1.5452 0.6563 -2.7749
C 0.0819 0.4079 0.0675
N 0.0588 -0.4150 -0.8750
N -0.1812 0.1048 1.3165
O 2.2498 0.5733 -3.6452
H 0.1023 1.4174 -0.2614
H 0.3509 -0.0638 -1.7677
H -0.2359 -1.4725 -0.7989
H -0.0321 0.6340 2.1210
H -0.4483 -0.8656 1.5209
```

Values from the calculation:
HOMO energy   -16.206 eV
Net charge   +1
Frontier orbital gap   12.45 eV

---

Arrangement ii

Below is the ion C2H5N2O with charge +1, with properties calculated with the ωB97M-V functional and the def2-TZVPD basis.

Geometry as XYZ:
```
10
C2H5N2O the ωB97M-V functional and the def2-TZVPD basis
C 1.4975 -0.2708 -0.8995
C -0.3892 -0.6497 -0.1708
N 0.3450 0.2461 -1.0125
N -0.6517 0.1796 1.0814
O 2.6028 -0.5764 -0.9053
H -1.3246 -1.0137 -0.5969
H 0.0162 1.0051 -1.5709
H -1.5900 0.1723 1.4282
H -0.3664 1.0583 0.7589
H -0.1397 -0.1508 1.8875
```

Values from the calculation:
HOMO energy   -13.690 eV
Net charge   +1
Frontier orbital gap   9.66 eV

---

What should be chosen as the most stable of them? Choose arrangement i.

---

Arrangement i

Below is an isolated molecule of C3H3NO, with properties calculated with the ωB97M-V functional and the def2-TZVPD basis.

Geometry as XYZ:
```
8
C3H3NO the ωB97M-V functional and the def2-TZVPD basis
C -1.1272 0.8370 -0.9114
C -0.3490 -0.2301 -0.1830
C 0.8844 0.1998 0.5513
H -1.4233 0.4429 -1.9202
H -2.0467 0.9932 -0.2891
H -0.5670 1.8022 -1.0179
N 1.8786 0.4385 1.0978
O -0.6953 -1.3935 -0.1499
```

Values from the calculation:
HOMO energy   -11.294 eV
Net charge   0
Structure (SMILES)   CC(=O)C#N
Frontier orbital gap   10.81 eV

---

Arrangement ii

Below is an isolated molecule of C3H3NO, with properties calculated with the ωB97M-V functional and the def2-TZVPD basis.

Geometry as XYZ:
```
8
C3H3NO the ωB97M-V functional and the def2-TZVPD basis
C 0.7928 -1.2917 -0.0368
C -1.1450 -0.1276 -0.3882
C 0.0253 0.8593 -0.1152
N 1.0542 -0.0621 0.1372
O -2.1306 -0.1649 0.2610
H 1.4721 -2.0105 0.3513
H 0.3143 1.4133 -0.9128
H -0.3831 1.3842 0.7034
```

Values from the calculation:
HOMO energy (spin up / spin down)   -8.538 / -8.681 eV
Net charge   0
Frontier orbital gap (spin up / spin down)   8.03 / 8.33 eV

---

Arrangement iii

Below is a cluster of 2 separate species, C3H3NO in total, with properties calculated with the ωB97M-V functional and the def2-TZVPD basis.

Geometry as XYZ:
```
8
C3H3NO the ωB97M-V functional and the def2-TZVPD basis
C 0.8218 -0.1691 0.0923
C 2.1947 0.1624 0.1206
C -1.9085 0.1124 0.0516
N 1.6820 -1.0815 -0.2187
O 3.2218 0.7897 0.0676
H -1.9022 -0.1757 -1.0551
H -1.8255 1.0549 0.2442
H -2.2840 -0.6931 0.6975
```

Values from the calculation:
HOMO energy (spin up / spin down)   -9.576 / -8.912 eV
Net charge   0
Frontier orbital gap (spin up / spin down)   9.38 / 7.06 eV

---

Arrangement iv

Below is a cluster of 2 separate species, C3H3NO in total, with properties calculated with the ωB97M-V functional and the def2-TZVPD basis.

Geometry as XYZ:
```
8
C3H3NO the ωB97M-V functional and the def2-TZVPD basis
C 0.2018 -0.1641 -0.7208
C 1.8839 -0.7133 2.6864
C -1.1296 0.1434 -1.0725
N 1.2388 -0.4179 -0.3601
O 2.2031 0.3283 2.9263
H -0.8470 0.8460 -1.9124
H -1.7512 0.6277 -0.1844
H -1.7997 -0.6501 -1.3625
```

Values from the calculation:
HOMO energy   -11.806 eV
Net charge   0
Frontier orbital gap   12.50 eV

---

What should be chosen as the most stable of them? Choose arrangement i.

---

Arrangement i

Below is an isolated molecule of C3H3NO, with properties calculated with the ωB97M-V functional and the def2-TZVPD basis.

Geometry as XYZ:
```
8
C3H3NO the ωB97M-V functional and the def2-TZVPD basis
O -0.4662 -1.8305 -0.2486
C -0.2404 -0.8629 0.4271
C 0.7145 0.2312 0.0047
C -0.4235 0.9010 -0.7308
N -1.4205 1.3686 -1.1026
H -0.8100 -0.5441 1.3104
H 1.6294 -0.1830 -0.4635
H 1.0167 0.9196 0.8033
```

Values from the calculation:
HOMO energy   -10.657 eV
Net charge   0
Structure (SMILES)   N#CCC=O
Frontier orbital gap   10.99 eV

---

Arrangement ii

Below is an isolated molecule of C3H3NO, with properties calculated with the ωB97M-V functional and the def2-TZVPD basis.

Geometry as XYZ:
```
8
C3H3NO the ωB97M-V functional and the def2-TZVPD basis
C -1.5520 -0.2307 -0.1797
C -0.0989 -0.3253 0.2802
C 1.0906 0.5270 -0.1437
H -0.2154 -1.1516 1.1740
H 1.7088 0.6467 0.6773
H 0.7886 1.2560 -0.8516
N -2.6822 0.0308 -0.3316
O 0.9606 -0.7529 -0.6248
```

Values from the calculation:
HOMO energy   -11.347 eV
Net charge   0
Structure (SMILES)   N#C[C@@H]1CO1
Frontier orbital gap   12.13 eV

---

What should be chosen as the most stable of them? Choose arrangement i.